[1]
{
  "formula": "C16H24N4O5PS2",
  "method": "the ωB97M-V functional and the def2-TZVPD basis",
  "symbols": ["S", "S", "P", "O", "O", "O", "O", "O", "N", "N", "N", "N", "C", "C", "C", "C", "C", "C", "C", "C", "C", "C", "C", "C", "C", "C", "C", "C", "H", "H", "H", "H", "H", "H", "H", "H", "H", "H", "H", "H", "H", "H", "H", "H", "H", "H", "H", "H", "H", "H", "H", "H"],
  "coordinates": [[-0.580277, 0.805286, 1.245169], [-2.062470, -1.583981, 0.301779], [3.069724, 2.316919, -1.711906], [2.573391, 3.671644, -0.933119], [-4.745358, 0.155453, -2.138788], [5.487261, -2.347641, -1.826007], [-4.499940, -1.300580, 3.171080], [-3.736387, 0.809660, 3.170047], [-2.842532, 0.991310, -0.116493], [2.620614, -0.823947, -3.209440], [3.755321, 1.779124, 1.911245], [4.781934, 2.448469, -1.462837], [2.767136, -0.671847, -2.088024], [-2.778618, -0.745173, 4.713709], [-4.227588, 0.609118, 0.241936], [-0.375690, -2.213759, 0.395185], [-3.767690, -0.371494, 3.589495], [-4.950219, -0.259025, -0.790800], [5.330571, -1.212915, -1.470461], [3.271144, 1.480209, 0.920144], [-3.372092, 0.252522, -2.457303], [-1.851872, 0.163574, 0.446111], [1.958356, -1.283814, 0.180364], [4.461262, -0.827316, -0.292070], [2.676144, 1.075181, -0.349626], [2.980736, -0.438777, -0.639365], [-2.664588, 1.252091, -1.554196], [0.637031, -1.537407, -0.543393], [5.239502, 1.979307, -2.244170], [-1.587852, 1.230522, -1.766349], [0.232160, -0.586861, -0.908594], [-4.188310, 0.067307, 1.193059], [-2.123425, -1.548503, 4.369213], [1.724560, -0.707379, 1.083550], [-3.330281, -1.113547, 5.581242], [-3.318848, 0.609824, -3.492752], [-4.698271, -1.320130, -0.659513], [-0.023121, -2.194627, 1.431032], [5.048401, 3.428295, -1.534067], [2.407498, -2.231063, 0.493919], [-6.026231, -0.165811, -0.613128], [-2.878491, -0.730521, -2.412548], [2.444164, 3.572515, 0.021880], [-3.034683, 2.264756, -1.755831], [4.953648, -0.003761, 0.231208], [-4.810761, 1.514170, 0.439284], [-0.479037, -3.265431, 0.109396], [-2.173187, 0.112073, 5.008305], [1.582284, 1.177142, -0.243033], [0.803981, -2.185294, -1.410245], [4.451725, -1.699664, 0.367350], [5.869281, -0.396206, -1.991668]],
  "atomic_forces_ev_per_a": [[0.056, 0.156, -0.188], [-0.157, 0.167, -0.371], [-0.011, 0.136, 0.218], [-0.105, -0.192, 0.013], [0.044, 0.028, -0.044], [0.058, -0.170, -0.004], [0.030, -0.023, -0.050], [0.093, 0.009, 0.172], [-0.422, -0.770, -0.101], [-0.074, -0.171, -0.911], [0.342, 0.363, 0.686], [0.045, -0.114, -0.424], [0.062, 0.231, 1.061], [-0.001, 0.108, 0.033], [-0.127, -0.372, -0.038], [0.295, -0.058, 0.260], [0.027, -0.037, -0.102], [-0.189, 0.070, 0.259], [-0.013, 0.112, 0.004], [-0.534, -0.427, -0.806], [0.014, 0.088, -0.112], [0.107, 0.272, 0.377], [0.013, 0.078, 0.020], [0.097, -0.066, 0.187], [-0.199, -0.026, -0.035], [0.086, -0.017, -0.151], [0.387, 0.160, 0.223], [-0.012, -0.086, -0.033], [0.064, 0.098, 0.114], [-0.143, 0.144, -0.038], [0.108, -0.185, -0.016], [-0.206, 0.261, -0.021], [-0.034, -0.036, -0.001], [0.140, -0.214, -0.012], [0.002, -0.052, -0.023], [0.002, -0.071, 0.129], [0.144, 0.099, -0.199], [-0.121, 0.105, -0.071], [-0.009, -0.072, 0.195], [-0.001, 0.076, -0.152], [0.146, -0.054, -0.020], [-0.147, 0.065, 0.099], [0.169, 0.159, -0.048], [-0.012, -0.133, -0.008], [-0.087, -0.047, -0.026], [0.264, 0.040, -0.112], [-0.107, 0.085, 0.132], [-0.014, 0.006, -0.018], [0.150, -0.092, -0.028], [-0.031, 0.162, 0.035], [-0.061, 0.158, -0.057], [-0.127, 0.051, 0.004]],
  "mulliken_charge": [-0.15, 0.01, 0.08, -0.50, -0.41, -0.47, -0.76, -0.72, 0.07, -0.54, -0.60, -0.55, -1.02, -1.00, 0.10, -1.13, 0.75, -0.61, -0.01, 0.00, -0.39, 0.11, -1.58, -0.50, 0.55, 2.27, -0.53, -0.12, 0.21, 0.19, 0.15, -0.35, 0.18, 0.32, 0.34, 0.37, 0.28, 0.47, 0.28, 0.49, 0.39, 0.26, 0.37, 0.33, 0.26, 0.37, 0.44, 0.27, -0.22, 0.48, 0.49, 0.29],
  "fmax_ev_per_a": 1.09,
  "e_homo_ev": -4.5,
  "total_charge": -1,
  "e_tot_ev": -64138.9303
}

---

[2]
{
  "formula": "C15H20Cl3O27Y",
  "method": "the ωB97M-V functional and the def2-TZVPD basis",
  "symbols": ["Y", "Cl", "Cl", "Cl", "O", "O", "O", "O", "O", "O", "O", "O", "O", "O", "O", "O", "O", "O", "O", "O", "O", "O", "O", "O", "O", "O", "O", "O", "O", "O", "O", "C", "C", "C", "C", "C", "C", "C", "C", "C", "C", "C", "C", "C", "C", "C", "H", "H", "H", "H", "H", "H", "H", "H", "H", "H", "H", "H", "H", "H", "H", "H", "H", "H", "H", "H"],
  "coordinates": [[-0.892427, 12.563198, 13.728310], [-1.631707, 9.312298, 15.733489], [2.024637, 14.846490, 13.650644], [-2.653535, 15.196750, 15.780716], [0.358222, 12.722977, 11.557769], [-2.133280, 13.827905, 15.551554], [-2.612078, 9.056631, 11.596005], [2.335836, 10.330789, 15.508553], [3.313811, 10.919526, 13.618149], [-1.452008, 14.523126, 12.481513], [-2.003465, 9.344602, 17.105969], [0.881324, 14.102624, 14.243921], [-5.202395, 11.267336, 12.631877], [-0.368792, 8.661113, 15.530543], [1.597279, 14.022709, 10.237342], [-1.548264, 16.048367, 16.096823], [-0.475139, 8.928405, 11.034592], [-1.228547, 15.272384, 10.385769], [-1.140484, 10.535741, 12.423282], [2.664831, 15.562909, 14.701925], [-3.295510, 12.283178, 13.209076], [2.910734, 13.883061, 13.056407], [1.026373, 11.992478, 9.554601], [-1.587851, 16.686638, 12.042544], [1.140335, 11.281532, 13.886448], [-1.507761, 10.696879, 15.253754], [-2.641356, 8.672520, 14.927722], [-4.406570, 11.051650, 14.686624], [-3.311473, 15.623939, 14.572483], [1.494244, 15.721424, 12.642425], [-3.591892, 15.118708, 16.855609], [-1.126759, 7.805748, 10.425225], [-2.388540, 7.687598, 11.253388], [-1.388910, 17.529843, 10.922238], [-1.408328, 15.426325, 11.701649], [1.941507, 12.456082, 8.571837], [2.048339, 13.950307, 8.871682], [-6.185787, 10.499558, 13.322730], [-4.228449, 11.584691, 13.491860], [3.729877, 10.148049, 15.772875], [0.930239, 12.921649, 10.533829], [-1.388092, 9.608318, 11.719349], [-1.309467, 16.543104, 9.738441], [-5.430840, 10.047982, 14.591739], [4.371781, 10.377693, 14.398957], [2.186658, 10.874408, 14.311989], [-0.530312, 6.896428, 10.418150], [-6.048831, 10.171919, 15.479676], [2.899809, 11.938494, 8.580189], [5.267753, 10.989798, 14.437554], [-2.214374, 16.588264, 9.131675], [3.960637, 9.159771, 16.156201], [-3.233093, 7.279745, 10.698865], [-1.338257, 8.038106, 9.378067], [-2.296702, 7.065457, 12.146289], [1.335483, 14.545491, 8.300099], [-5.062413, 9.027051, 14.566549], [-6.490185, 9.620948, 12.758322], [-0.442364, 16.699269, 9.104349], [4.664439, 9.420086, 13.961466], [-7.084760, 11.051457, 13.588369], [-2.200867, 18.244063, 10.838754], [4.008976, 10.906171, 16.503363], [3.045587, 14.359690, 8.761803], [1.518799, 12.303584, 7.577113], [-0.444848, 18.067638, 11.012991]],
  "atomic_forces_ev_per_a": [[-0.146, 0.430, 0.792], [0.363, -0.085, -0.353], [-0.133, -0.074, -0.115], [-0.275, 0.635, -0.212], [-0.665, -0.104, 0.567], [0.826, -1.125, -0.826], [0.137, 0.193, 0.400], [-0.028, -0.217, 0.128], [0.312, 0.315, -0.188], [-0.052, -1.001, 0.442], [-0.015, -0.053, -0.094], [-0.544, -0.454, 0.055], [-0.153, 0.175, -0.165], [-0.088, 0.016, 0.091], [0.292, 0.197, -0.217], [-0.171, -0.153, -0.053], [0.357, -0.292, -0.077], [0.129, -0.250, -0.167], [-0.014, 0.953, -0.089], [-0.134, -0.112, -0.224], [0.948, 0.504, -0.521], [-0.007, 0.011, 0.086], [0.023, 0.004, 0.208], [0.009, 0.095, 0.221], [-0.601, 0.208, -0.116], [0.210, 1.080, -0.336], [-0.145, -0.103, -0.058], [0.127, -0.553, -0.247], [0.135, -0.082, 0.114], [-0.007, 0.054, 0.128], [0.173, -0.083, -0.004], [-0.347, -0.483, -0.520], [-0.387, -0.578, -0.521], [0.612, 0.133, -0.756], [-0.135, 0.457, 0.072], [-0.051, 0.531, -1.092], [-0.484, -0.086, 0.217], [0.038, -1.220, 0.949], [-0.209, -0.389, 0.568], [0.390, 0.588, -0.060], [0.715, -0.361, -0.204], [-0.442, -0.717, 0.416], [-0.524, 0.488, 0.190], [-1.080, 0.798, 0.331], [0.305, -1.123, 0.339], [-0.105, 0.079, 0.164], [0.369, 0.269, 0.416], [0.023, -0.127, -0.016], [-0.061, -0.128, 0.562], [-0.308, 0.505, -0.189], [0.037, -0.230, -0.028], [-0.405, -0.086, 0.093], [-0.018, 0.365, -0.130], [-0.071, 0.214, 0.114], [0.310, 0.344, 0.184], [0.117, -0.056, -0.220], [0.595, 0.206, -0.153], [0.167, 0.218, -0.433], [0.119, -0.096, 0.076], [-0.089, 0.069, -0.125], [0.205, 0.536, -0.283], [-0.138, -0.078, 0.097], [0.101, -0.060, 0.016], [0.068, 0.030, 0.267], [-0.127, -0.123, 0.144], [-0.054, -0.019, 0.343]],
  "mulliken_charge": [2.59, 1.82, 1.75, 1.71, 0.47, -0.84, -0.20, -0.31, -0.30, 0.10, -0.70, -0.91, -0.36, -0.67, -0.23, -0.65, -0.27, -0.31, 0.20, -0.71, -0.44, -0.63, -0.30, -0.26, 0.23, -0.95, -0.68, -0.22, -0.66, -0.63, -0.67, -0.46, -0.40, -0.39, 0.30, -0.42, -0.42, -0.37, 0.27, -0.36, 0.15, -0.06, -0.33, -0.29, -0.36, 0.51, 0.33, 0.32, 0.28, 0.30, 0.27, 0.30, 0.32, 0.29, 0.30, 0.22, 0.17, 0.31, 0.24, 0.28, 0.29, 0.33, 0.29, 0.32, 0.29, 0.27],
  "e_above_lowest_kcal_mol": 0.0,
  "fmax_ev_per_a": 1.62,
  "e_homo_ev": -8.8,
  "e_tot_ev": -109755.5950
}